Record 1
ORCA calculation (wB97M-V/def2-TZVPD) on a molecular structure, C23H61O22S7 at a distorted geometry.

ORCA input file:
```
! RIJCOSX wB97M-V def2-TZVPD def2/J DEFGRID3
* xyz -1 1
C -0.30874 -1.33680 -0.17981
C -0.63697 0.17475 0.04178
O 0.22858 1.12867 -0.52881
H 0.57391 -1.64021 0.38319
H -0.00933 -1.66714 -1.17446
H -0.92751 -2.11445 0.26794
H -0.72866 0.38568 1.10723
H -1.67295 0.34256 -0.25265
O 2.48622 3.17813 0.94519
S 1.67987 4.15106 0.21134
O 2.01517 5.56470 0.23308
O 1.76109 3.68941 -1.37238
C 1.56669 2.29263 -1.59154
C 2.14303 1.84008 -2.94857
C -0.08859 3.95288 0.54190
H 0.49472 2.11388 -1.50776
H 1.97131 1.73638 -0.74598
H 2.03777 2.52415 -3.79063
H 1.76354 0.84046 -3.16036
H 3.21279 1.65535 -2.85063
H -0.11398 3.96588 1.63153
H -0.47202 3.00997 0.15204
H -0.61343 4.81032 0.12067
O 5.03607 1.10962 0.53542
S 3.99750 0.10142 0.66240
O 4.36392 -1.25451 0.31010
O 3.31328 0.24841 2.19094
C 3.20191 -0.87219 3.12429
C 2.08535 -1.92427 2.72939
C 2.47956 0.64614 -0.20431
H 2.93247 -0.44137 4.08860
H 4.16017 -1.39127 3.14454
H 1.03729 -1.77000 2.98604
H 2.31733 -2.87751 3.20438
H 2.08383 -2.09574 1.65297
H 2.68649 0.94326 -1.23242
H 2.20762 1.55157 0.33823
H 1.87221 -0.24398 -0.04029
O -2.89766 2.61651 2.87872
S -2.74212 1.22910 3.32501
O -2.06627 0.91788 4.57893
O -4.18184 0.36441 3.36406
C -5.22733 0.79049 2.39239
C -5.44079 -0.46245 1.40744
C -1.93550 0.14778 2.05429
H -4.89258 1.66027 1.82712
H -6.15113 1.13862 2.85445
H -5.78544 -1.32352 1.98003
H -4.50428 -0.75396 0.93195
H -6.18305 -0.22974 0.64390
H -2.12920 0.51621 1.04689
H -2.34935 -0.84605 2.22491
H -0.98980 0.47456 2.48667
O 1.87148 1.74070 4.40457
S 0.66068 1.14428 3.90341
O 0.19998 -0.10044 4.55219
O -0.63584 2.22891 3.86589
C -0.36939 3.42712 3.20059
C -1.76907 4.08456 2.86095
C 0.70822 0.73899 2.02826
H 0.25307 3.28119 2.31777
H 0.12082 4.06111 3.93941
H -2.25094 3.30344 2.27296
H -1.82606 5.02101 2.30606
H -2.41955 4.23707 3.72218
H 1.73801 0.85594 1.69069
H 0.06874 1.37491 1.41607
H 0.64317 -0.33878 1.87903
O 5.04923 -3.43508 -2.83772
S 3.59290 -3.34209 -2.45082
O 2.87536 -4.34241 -1.74276
O 3.38200 -1.82286 -1.71935
C 2.12814 -1.43890 -1.08478
C 1.36145 -0.35396 -1.91448
C 2.75419 -2.82670 -4.10731
H 2.43502 -1.18243 -0.07079
H 1.39503 -2.24295 -1.02044
H 0.29155 -0.55753 -1.95889
H 1.61482 -0.43753 -2.97132
H 1.31483 0.55346 -1.31238
H 2.44225 -3.65089 -4.74881
H 3.55625 -2.29057 -4.61461
H 1.79012 -2.33939 -3.96175
O -0.12249 -6.07948 -4.19263
S 0.65998 -5.09937 -3.41362
O 1.17615 -3.86546 -4.00751
O -0.29619 -4.85341 -2.08916
C -0.20885 -3.50478 -1.51939
C -1.62307 -3.07479 -1.21163
C 2.03858 -6.00170 -2.53320
H 0.13314 -2.71980 -2.19389
H 0.35138 -3.43327 -0.58712
H -1.94758 -3.61666 -0.32327
H -2.33458 -3.44572 -1.94937
H -1.77028 -1.99510 -1.18541
H 1.99160 -5.64824 -1.50317
H 2.90453 -5.64825 -3.09293
H 1.90109 -7.07352 -2.67603
O -4.71934 0.50567 -2.82435
S -3.33894 0.97476 -2.64297
O -2.68238 1.94378 -3.52755
O -3.31647 1.72403 -1.16070
C -2.32949 2.56848 -0.84327
C -2.29178 2.85971 0.67291
C -2.40613 -0.59632 -2.26329
H -2.67723 3.50633 -1.27642
H -1.39631 2.30778 -1.34255
H -3.22905 2.88417 1.22881
H -1.70437 3.76877 0.80204
H -1.70774 2.21111 1.32583
H -1.38262 -0.27027 -2.07833
H -2.60569 -1.20853 -3.14277
H -2.70346 -1.03812 -1.31223
*
```

- DFT total energy (Ha) = -5353.8626
- LUMO energy (eV) = 1.93
- relative energy (zero: lowest compared OMol25 entry of this formula, charge and spin) (kcal per mole) = 954.04
- Kohn-Sham gap (eV) = 7.79



Record 2
ORCA calculation (wB97M-V/def2-TZVPD) on a molecular structure, C23H61O8PSi2.

ORCA input file:
```
! RIJCOSX wB97M-V def2-TZVPD def2/J DEFGRID3
* xyz 0 1
C -0.67978 5.83153 0.57995
C -1.66390 4.72675 1.02839
Si -1.33561 3.16836 0.07060
O -2.59601 2.09702 0.22991
Si -2.38710 0.49287 -0.17165
C -3.94170 -0.42463 0.33057
C -3.74735 -1.48536 1.44459
C -4.25156 -2.89336 1.07603
C -3.32977 -4.02063 1.55803
C -2.26371 -4.43972 0.54489
C -1.53637 -3.25990 -0.11483
C -0.16868 -3.60889 -0.73426
C 0.88691 -2.59523 -0.29429
C 1.24099 -2.72979 1.20122
C 2.71938 -2.45940 1.51480
C 3.16001 -3.16841 2.78297
O 3.11217 -4.57897 2.71302
C 3.83423 -5.13748 1.63877
C -2.05846 0.25445 -2.00217
C -0.63020 0.51105 -2.51152
C -0.57736 1.11214 -3.92405
C 0.73632 1.82013 -4.28854
O 0.53640 3.16707 -4.67733
C 0.52830 4.09422 -3.60197
P 0.58840 2.33431 0.94276
O 1.57853 3.42526 1.16964
H 0.22826 5.78448 1.17241
H -0.38686 5.72119 -0.46382
H -1.12242 6.81866 0.68893
H -1.53657 4.54171 2.09418
H -2.69407 5.02473 0.84144
H -1.18416 3.51367 -1.35599
H -1.21079 -0.03491 0.57976
H -4.65644 0.32369 0.67511
H -4.37770 -0.86760 -0.56487
H -4.30442 -1.16502 2.32130
H -2.70678 -1.53441 1.75516
H -4.41932 -2.97892 0.00104
H -5.22708 -3.04358 1.53864
H -2.86077 -3.71365 2.49519
H -3.93585 -4.89516 1.79793
H -1.54393 -5.11311 1.00844
H -2.76827 -5.00416 -0.24445
H -1.37964 -2.49076 0.63926
H -2.19791 -2.85023 -0.87750
H -0.24578 -3.59875 -1.82078
H 0.13138 -4.59959 -0.39536
H 0.48031 -1.59134 -0.43629
H 1.78086 -2.67715 -0.91271
H 0.98446 -3.73135 1.54577
H 0.65701 -1.99655 1.75680
H 2.85679 -1.39632 1.71525
H 3.36003 -2.69655 0.66566
H 2.45514 -2.89589 3.57037
H 4.14205 -2.81603 3.10707
H 4.17525 -6.12057 1.94747
H 3.20669 -5.22582 0.74858
H 4.70476 -4.53331 1.37354
H -2.78649 0.82965 -2.57759
H -2.30562 -0.79616 -2.17755
H -0.11744 -0.44922 -2.55850
H -0.04546 1.14374 -1.84189
H -1.38883 1.82524 -4.06113
H -0.72130 0.29484 -4.63048
H 1.46982 1.78656 -3.48008
H 1.18220 1.33589 -5.15554
H 1.47564 4.63221 -3.57091
H 0.41060 3.59400 -2.63985
H -0.27942 4.80487 -3.75334
H 0.18138 1.72174 2.15249
H 1.10245 1.27322 0.16929
C 5.06587 0.76100 4.00192
O 4.02038 -0.10059 3.55872
H 5.79871 0.81169 3.20098
H 4.69593 1.76906 4.20267
H 5.55244 0.36972 4.89875
H 3.36587 -0.15152 4.25969
C 2.92056 -0.04457 -1.54961
O 2.95977 1.37245 -1.69158
H 2.10917 -0.40999 -2.17220
H 3.85396 -0.51006 -1.87723
H 2.72003 -0.32546 -0.51256
H 3.67347 1.71106 -1.14519
C 2.78206 5.85534 -6.65327
O 1.54153 5.85802 -5.96278
H 3.07277 6.89281 -6.80121
H 3.56318 5.35252 -6.07510
H 2.69789 5.37314 -7.63134
H 1.27811 4.93887 -5.83450
C -4.82964 -1.52320 5.94907
O -3.87227 -1.22298 4.93895
H -4.81361 -2.60022 6.09383
H -4.57985 -1.03860 6.89638
H -5.83749 -1.22479 5.64856
H -3.87493 -0.27277 4.80222
*
```

- DFT total energy (Ha) = -2435.1687
- LUMO energy (eV) = 0.39
- relative energy (zero: lowest compared OMol25 entry of this formula, charge and spin) (kcal per mole) = 0.00
- Kohn-Sham gap (eV) = 9.75